# C25H28Br45F9N2O3PS

A molecular structure, C25H28Br45F9N2O3PS at a distorted geometry (the ωB97M-V functional and the def2-TZVPD basis, the Open Molecules 2025 dataset).

CARTESIAN COORDINATES (ANGSTROEM)
N1 -1.63460 -4.06824 -0.66097
C1 -1.84122 -3.00292 -1.60941
C2 -0.86155 -2.03598 -1.80556
C3 -1.09657 -0.99732 -2.68995
C4 -0.03867 0.08347 -2.86401
P1 -0.12328 1.18294 -1.37064
O1 0.08573 2.58817 -1.68899
O2 -1.57436 1.05821 -0.64280
O3 0.94456 0.59799 -0.29992
C5 -2.29011 -0.96793 -3.36099
N2 -3.19690 -1.91050 -3.16722
C6 -3.03749 -2.95568 -2.29438
C7 -4.05620 -4.04357 -1.96309
C8 -5.51355 -3.78774 -2.39393
C9 -6.45321 -3.28189 -1.29678
F1 -6.14747 -3.97670 -0.14828
F2 -7.72360 -3.65972 -1.60045
C10 -6.32390 -1.78004 -0.92879
F3 -6.78522 -1.63222 0.33068
F4 -5.03740 -1.36774 -0.87670
S1 -7.30506 -0.57416 -1.99056
F5 -8.66453 -1.11706 -1.42476
F6 -7.20523 0.50277 -0.82255
F7 -5.93785 0.06136 -2.58670
F8 -7.31420 -1.55895 -3.24644
F9 -8.11608 0.47714 -2.84529
H1 -1.01853 -3.65540 0.04402
H2 -1.03818 -4.73845 -1.15936
H3 0.08848 -2.04763 -1.26987
H4 -0.28742 0.71057 -3.72602
H5 0.94395 -0.39027 -2.94665
H6 -1.63486 0.23918 -0.11154
H7 0.50334 -0.20433 0.05375
H8 -2.52400 -0.15610 -4.04498
H9 -4.05714 -1.81715 -3.70171
H10 -3.73048 -4.93491 -2.50969
H11 -3.91714 -4.28355 -0.90537
H12 -5.92050 -4.75475 -2.71321
H13 -5.53128 -3.17604 -3.30645
C11 1.06524 -0.59234 3.06429
Br1 0.77882 1.30816 3.06894
Br2 -0.24949 -1.55134 1.99098
Br3 2.85557 -0.96336 2.49257
H14 0.94671 -0.94243 4.08306
C12 5.56481 0.27598 -0.65462
Br4 3.67713 0.68416 -0.70161
Br5 6.23572 0.20885 1.16331
Br6 5.97679 -1.33648 -1.62734
H15 6.07769 1.08638 -1.15371
C13 7.92988 3.69669 -2.05489
Br7 6.19757 3.80984 -1.21149
Br8 9.32555 4.35871 -0.90676
Br9 8.30452 1.90832 -2.67816
H16 7.90221 4.33747 -2.92579
C14 -2.64943 4.85130 -0.06139
Br10 -3.10412 6.60066 -0.72480
Br11 -1.44982 4.97711 1.43683
Br12 -4.21406 3.79428 0.33854
H17 -2.11535 4.33925 -0.85235
C15 -2.67385 -4.50975 -6.39087
Br13 -2.51463 -3.87582 -4.55406
Br14 -3.67286 -3.25703 -7.45253
Br15 -0.95823 -4.91273 -7.16653
H18 -3.23664 -5.43415 -6.36656
C16 3.29702 1.76739 6.80212
Br16 3.97864 0.35136 5.68556
Br17 3.57116 3.49382 5.99843
Br18 1.44787 1.47813 7.26909
H19 3.86419 1.74912 7.72323
C17 -4.19184 -2.50997 -11.85778
Br19 -5.52167 -1.93197 -10.58240
Br20 -3.60576 -1.06314 -12.98283
Br21 -2.71119 -3.38293 -10.98628
H20 -4.66271 -3.24328 -12.49844
C18 -0.18437 -7.85163 0.71865
Br22 0.85591 -6.22643 0.83276
Br23 -1.83305 -7.58814 -0.25272
Br24 0.84574 -9.30265 -0.00810
H21 -0.45380 -8.12510 1.73010
C19 5.62365 7.12906 6.10451
Br25 6.45390 5.91669 7.35217
Br26 6.26635 8.93016 6.32510
Br27 5.81278 6.51379 4.28725
H22 4.56547 7.13806 6.32896
C20 -0.88416 1.83370 10.40789
Br28 -1.56955 3.46883 9.65021
Br29 0.40649 2.17781 11.79597
Br30 -2.30250 0.68066 11.01880
H23 -0.36597 1.30850 9.61743
C21 4.40909 -4.55982 4.07526
Br31 3.59516 -4.62280 2.32551
Br32 4.23814 -2.82381 4.90155
Br33 3.74758 -5.96060 5.21876
H24 5.46985 -4.73050 3.93027
C22 -7.14630 6.77105 -3.25118
Br34 -7.07547 7.06273 -1.34629
Br35 -7.57256 8.38866 -4.20650
Br36 -5.52648 5.95625 -3.91682
H25 -7.95099 6.07241 -3.43428
C23 8.60008 -4.43285 4.85533
Br37 7.79213 -4.50957 3.10386
Br38 8.38714 -2.69479 5.65742
Br39 7.93794 -5.83553 5.99739
H26 9.66097 -4.59784 4.72360
C24 -1.66399 5.88369 -6.06792
Br40 -2.31361 6.04378 -7.87351
Br41 -1.75974 7.55278 -5.11746
Br42 -2.57356 4.47333 -5.10921
H27 -0.62047 5.60576 -6.12571
C25 10.08651 4.95295 8.34060
Br43 10.92392 3.74086 9.58362
Br44 10.72468 6.75679 8.55877
Br45 10.27003 4.34765 6.52008
H28 9.02932 4.96103 8.56770

- LUMO level (hartree) = -0.160
- total charge = +1
- multiplicity = 1
- frontier orbital gap (eV) = 6.8
- HOMO energy (eV) = -11.171
- M (g mol⁻¹) = 4234.21
- electronic energy (eV) = -3231984.2001

***

# C25H28BrClF23NO6PS

3 unconnected molecules or ions with the total composition C25H28BrClF23NO6PS (the ωB97M-V functional and the def2-TZVPD basis, the Open Molecules 2025 dataset).

CARTESIAN COORDINATES (ANGSTROEM)
C1 -3.36563 0.79799 5.58992
C2 -3.50275 -0.41690 4.68464
Br1 -5.30270 -1.16768 4.84189
C3 -3.25631 -0.09069 3.20385
C4 -1.79094 -0.09345 2.78139
N1 -1.74209 0.22208 1.28756
C5 -0.39602 -0.29266 0.79084
P1 -0.89035 -1.39826 -0.70864
O1 -1.21121 -0.25994 -1.82367
Cl1 0.85506 -2.18023 -1.29616
C6 0.57501 0.95657 0.95374
F1 -0.11868 2.09037 0.65440
F2 0.85521 1.01779 2.27789
C7 1.96038 1.01571 0.24035
F3 2.73196 1.81636 0.98278
F4 2.45006 -0.23504 0.29504
C8 2.14020 1.51600 -1.24224
F5 3.45982 1.38855 -1.43042
F6 1.50678 0.68615 -2.08620
C9 1.77706 3.00809 -1.62784
F7 1.89517 3.77823 -0.54167
F8 2.69124 3.39648 -2.52277
C10 0.37505 3.23434 -2.33120
F9 0.57534 3.12754 -3.65173
F10 -0.52492 2.28904 -1.96514
C11 -0.27490 4.61883 -2.03354
F11 0.56686 5.56822 -2.45966
F12 -0.44715 4.74176 -0.70869
C12 -1.68256 4.80657 -2.70618
F13 -2.61715 4.33324 -1.85577
F14 -1.76934 4.11021 -3.85211
C13 -2.01574 6.29434 -3.01545
F15 -1.36233 6.69213 -4.09047
F16 -3.31087 6.40827 -3.23202
F17 -1.68024 7.06244 -1.98849
O2 -0.03919 -1.25239 1.73475
C14 -1.07526 -1.44988 2.72411
C15 -0.42563 -2.01199 3.98313
C16 -0.45729 -3.54323 4.00377
C17 -1.86116 -4.15793 4.18222
S1 -2.54857 -4.98905 2.70904
H1 -3.38145 0.49943 6.64153
H2 -4.18724 1.49944 5.41801
H3 -2.41184 1.30773 5.39601
H4 -2.86272 -1.22802 5.02393
H5 -3.82704 -0.78432 2.57235
H6 -3.66734 0.91255 3.02381
H7 -1.19679 0.66786 3.29454
H8 -2.00146 1.16436 0.98566
H9 -2.45648 -0.39744 0.87328
H10 -1.94131 -0.54486 -2.39706
H11 -1.80247 -2.17245 2.31400
H12 -0.89821 -1.58268 4.87232
H13 0.61936 -1.68057 3.98087
H14 -0.03256 -3.90397 3.05939
H15 0.18868 -3.89754 4.81095
H16 -2.60950 -3.43012 4.50883
H17 -1.83368 -4.93360 4.95052
H18 -3.30388 -3.97650 2.26525
C18 0.79204 3.83990 -6.65497
C19 0.62877 2.43169 -7.17916
O3 -0.07783 2.40409 -8.43586
C20 0.63527 2.72856 -9.50829
O4 1.79571 3.01133 -9.54614
C21 -0.25984 2.65007 -10.76717
F18 -1.40811 3.31214 -10.58048
F19 -0.55278 1.36779 -11.03027
F20 0.36751 3.16835 -11.81485
H19 -0.17897 4.32946 -6.56426
H20 1.26909 3.81650 -5.67903
H21 1.41167 4.44057 -7.31925
H22 0.00858 1.83566 -6.51157
H23 1.58912 1.93041 -7.29939
C22 4.69340 -5.87686 2.25911
C23 4.19164 -4.76511 3.15194
O5 3.11501 -5.21249 4.01054
C24 3.46683 -5.93418 5.06633
O6 4.56725 -6.24771 5.40542
C25 2.19539 -6.28961 5.87359
F21 1.23855 -6.78827 5.07730
F22 1.70307 -5.17295 6.44735
F23 2.46614 -7.16917 6.82342
H24 3.87629 -6.29013 1.66710
H25 5.45146 -5.48550 1.58126
H26 5.13907 -6.68062 2.84235
H27 3.74974 -3.96071 2.56713
H28 4.98560 -4.35049 3.77241

- LUMO level (hartree) = -0.119
- total charge = +1
- multiplicity = 1
- frontier orbital gap (eV) = 8.5
- HOMO energy (eV) = -11.789
- M (g mol⁻¹) = 1053.85
- electronic energy (eV) = -205340.3152

***

# C25H28BrF5N9OSY

A molecular structure, C25H28BrF5N9OSY (the ωB97M-V functional and the def2-TZVPD basis, the Open Molecules 2025 dataset).

CARTESIAN COORDINATES (ANGSTROEM)
Y1 0.27393 0.13710 -0.35889
C1 2.49710 -1.35322 -2.50209
C2 1.94497 -2.45187 -1.62245
N1 0.54029 -2.16604 -1.26810
C3 -0.42098 -2.40169 -2.36679
C4 -0.85471 -1.15035 -3.10409
C5 -1.60853 -1.23535 -4.26294
C6 -1.96566 -0.06341 -4.91013
C7 -1.54237 1.16007 -4.40777
C8 -0.79867 1.17393 -3.24296
C9 -0.30109 2.47687 -2.64726
N2 0.74395 2.31292 -1.61135
C10 2.12739 2.38032 -2.13891
C11 2.53067 1.06996 -2.77583
N3 2.40283 -0.04702 -1.81398
N4 -0.49934 0.03743 -2.59472
H1 1.90872 -1.28590 -3.41941
H2 3.52335 -1.58015 -2.80020
H3 2.51477 -2.51524 -0.69126
H4 2.04021 -3.41830 -2.12552
H5 0.28065 -2.76728 -0.48712
H6 -1.31365 -2.86306 -1.94339
H7 -0.00901 -3.10464 -3.09741
H8 -1.90010 -2.20025 -4.65565
H9 -2.55578 -0.10265 -5.81624
H10 -1.77737 2.08310 -4.92082
H11 -1.14834 2.99464 -2.19446
H12 0.05329 3.11363 -3.46330
H13 0.63481 3.09265 -0.97069
H14 2.78695 2.61172 -1.30226
H15 2.22886 3.18928 -2.86761
H16 3.54797 1.14780 -3.16785
H17 1.88108 0.84810 -3.62410
H18 3.18629 0.01867 -1.16569
C12 -0.90418 -4.68340 4.15049
C13 -1.71829 -3.82975 3.25446
N5 -3.00361 -3.68101 3.30189
N6 -3.28584 -2.80086 2.30750
C14 -2.21104 -2.40606 1.62320
S1 -2.20046 -1.32178 0.31987
N7 -1.19862 -3.06049 2.22977
N8 0.13358 -2.98572 1.80029
H19 -1.57548 -5.23512 4.80289
H20 -0.24018 -4.07703 4.76878
H21 -0.30779 -5.40235 3.58635
H22 -4.23416 -2.50284 2.14452
H23 0.65709 -3.67932 2.32437
H24 0.47498 -2.05267 2.05104
Br1 -1.34066 4.79247 3.14253
C15 -1.93670 3.65154 1.78169
C16 -3.22553 3.73054 1.27674
C17 -3.59620 2.84556 0.27633
C18 -2.67690 1.91896 -0.17874
N9 -1.42977 1.84594 0.30355
C19 -1.07311 2.69979 1.26814
H25 -3.92146 4.46405 1.66103
H26 -4.59279 2.86837 -0.14127
H27 -2.94895 1.20422 -0.94625
H28 -0.06673 2.61571 1.66610
F1 3.69330 2.80945 5.13035
C20 2.93370 2.09146 4.31831
C21 1.93146 1.27849 4.83342
F2 1.74393 1.22673 6.14143
C22 1.12756 0.52310 3.99271
F3 0.17837 -0.26308 4.50847
C23 1.30216 0.56061 2.61304
O1 0.55978 -0.11881 1.74367
C24 2.31711 1.38088 2.14276
F4 2.46797 1.39542 0.77423
C25 3.13418 2.14472 2.94746
F5 4.08079 2.91048 2.42014

- LUMO level (hartree) = -0.191
- total charge = +2
- multiplicity = 1
- frontier orbital gap (eV) = 8.4
- HOMO energy (eV) = -13.578
- relative energy (zero: lowest compared OMol25 entry of this formula, charge and spin) (kcal per mole) = 12.0
- M (g mol⁻¹) = 766.43
- electronic energy (eV) = -137337.5203

***

Question: Look up the frontier orbital gap of the first one.
Answer: 6.8 eV